Here is a single C5H7P molecule in a non-equilibrium geometry from the OMol25 dataset. Energies are from ωB97M-V/def2-TZVPD.

Its energy above the lowest of the compared OMol25 structures with the same formula, charge and spin is 6.7 kcal per mole. As for the expectation value of S²: 2.0207. The HOMO energy (spin up / spin down) comes out at -7.9 / -9.5 eV. The calculation puts the frontier orbital gap (spin up / spin down) at 9.05 / 8.75 eV. The calculation puts the electronic energy at -14583.3308 eV. For the strongest force on any atom, the calculation gives 3.09 eV/Å.

Structure (ORCA input):
```
! RIJCOSX wB97M-V def2-TZVPD def2/J DEFGRID3
* xyz 0 3
C -1.027 1.287 -0.174
C 0.067 0.399 0.303
C -2.324 0.983 -0.260
C 0.928 -0.324 -0.422
C 1.893 -1.234 0.232
P -2.744 -0.633 0.389
H -0.820 2.313 -0.609
H 0.123 0.464 1.415
H -3.144 1.533 -0.679
H 0.791 -0.356 -1.560
H 1.597 -1.297 1.324
H 2.886 -0.898 0.358
H 1.773 -2.237 -0.319
*
```


Here is a molecular structure, C33H29BCo2F6O8 in a non-equilibrium geometry from the OMol25 dataset. Energies are from ωB97M-V/def2-TZVPD.

Its energy above the lowest of the compared OMol25 structures with the same formula, charge and spin is 0.0 kcal per mole. The HOMO energy comes out at -5.7 eV. The calculation puts the frontier orbital gap at 1.50 eV. The calculation puts the electronic energy at -143303.0334 eV. For the strongest force on any atom, the calculation gives 5.75 eV/Å.

Structure (ORCA input):
```
! RIJCOSX wB97M-V def2-TZVPD def2/J DEFGRID3
* xyz 0 1
C 1.300 -6.479 -3.282
C 1.013 -5.037 -2.896
C 1.809 -4.101 -3.808
O -0.367 -4.782 -3.055
B -0.653 -3.719 -2.113
C -0.770 -2.296 -2.960
C -1.219 -2.325 -4.268
C -1.381 -1.130 -4.964
C -1.933 -1.188 -6.359
F -1.505 -0.150 -7.135
F -1.578 -2.343 -7.001
F -3.305 -1.145 -6.359
C -1.093 0.098 -4.383
C -0.637 0.094 -3.072
C -0.358 1.384 -2.362
F -0.687 1.303 -1.032
F 0.971 1.721 -2.413
F -1.055 2.435 -2.879
C -0.426 -1.095 -2.372
C -2.175 -3.925 -1.437
C -2.443 -2.851 -0.476
C -1.806 -2.728 0.702
C -2.065 -1.627 1.670
O 0.389 -3.604 -1.121
C 1.259 -4.694 -1.341
C 0.832 -5.851 -0.443
C 2.677 -4.271 -0.999
H 2.346 -6.715 -3.058
H 0.647 -7.181 -2.752
H 1.153 -6.596 -4.362
H 2.872 -4.366 -3.770
H 1.455 -4.226 -4.840
H 1.684 -3.047 -3.524
H -1.448 -3.267 -4.761
H -1.223 1.025 -4.933
H -0.038 -1.056 -1.357
H -2.863 -3.874 -2.290
H -2.204 -4.931 -0.996
H -3.203 -2.110 -0.749
H -1.060 -3.466 0.999
H -1.578 -1.857 2.621
H -1.668 -0.665 1.315
H -3.138 -1.490 1.847
H 1.542 -6.679 -0.542
H 0.841 -5.522 0.603
H -0.177 -6.209 -0.696
H 3.375 -5.071 -1.269
H 2.958 -3.350 -1.523
H 2.752 -4.105 0.082
O 4.678 4.804 0.780
C 3.635 4.963 1.259
Co 2.123 5.264 2.142
C 1.354 6.552 1.223
O 0.778 7.413 0.712
C 1.078 3.904 1.719
O 0.331 3.048 1.514
C 2.618 5.915 3.894
C 1.258 5.598 3.999
C -0.024 6.074 3.882
C -1.250 5.300 3.941
C -2.426 5.859 3.365
C -3.645 5.192 3.414
C -3.729 3.939 4.050
C -2.581 3.366 4.620
C -1.350 4.031 4.554
Co 2.634 4.306 4.830
C 4.305 3.902 4.394
O 5.391 3.644 4.096
C 1.934 2.656 4.812
O 1.452 1.601 4.805
C 2.715 4.742 6.535
O 2.662 5.116 7.632
H 3.132 6.831 4.180
H -0.170 7.134 3.623
H -2.356 6.842 2.894
H -4.538 5.652 2.973
H -4.695 3.424 4.100
H -2.661 2.403 5.137
H -0.471 3.592 5.034
*
```


Here is a molecular structure, C12H12INO4S2Ti in a non-equilibrium geometry from the OMol25 dataset. Energies are from ωB97M-V/def2-TZVPD.

Its energy above the lowest of the compared OMol25 structures with the same formula, charge and spin is 22.9 kcal per mole. As for the expectation value of S²: 0.7751. The HOMO energy (spin up / spin down) comes out at -2.5 / -6.0 eV. The calculation puts the frontier orbital gap (spin up / spin down) at 4.39 / 7.93 eV. The calculation puts the electronic energy at -75206.1910 eV. For the strongest force on any atom, the calculation gives 2.66 eV/Å.

Structure (ORCA input):
```
! RIJCOSX wB97M-V def2-TZVPD def2/J DEFGRID3
* xyz -1 2
Ti -0.764 -0.030 0.813
C 1.628 1.168 3.797
C 1.301 0.551 2.463
S 0.679 1.703 1.277
C 1.462 -0.764 2.188
C 1.991 -1.747 3.207
S 1.052 -1.461 0.615
H 2.047 2.161 3.638
H 2.342 0.569 4.362
H 0.718 1.284 4.391
H 1.497 -1.622 4.171
H 3.066 -1.607 3.349
H 1.823 -2.763 2.864
O -2.597 -1.612 3.817
C -2.720 -0.855 2.873
O -1.627 -0.322 2.267
C -3.995 -0.465 2.282
C -4.107 0.625 1.390
C -5.314 0.961 0.837
C -6.465 0.204 1.148
C -6.367 -0.878 2.053
C -5.158 -1.194 2.612
N -7.691 0.524 0.565
O -7.751 1.505 -0.218
O -8.697 -0.172 0.852
H -3.233 1.231 1.170
H -5.414 1.806 0.171
H -7.261 -1.439 2.283
H -5.065 -2.019 3.305
I -1.520 1.721 -1.561
C -1.734 -0.375 -0.962
H -1.237 -0.941 -1.748
H -2.806 -0.564 -0.997
*
```


Here is a single C4H9NO2 molecule in a non-equilibrium geometry from the OMol25 dataset. Energies are from ωB97M-V/def2-TZVPD.

Its energy above the lowest of the compared OMol25 structures with the same formula, charge and spin is 102.6 kcal per mole. As for the SMILES: C/N=C\OCCO. The HOMO energy comes out at -9.8 eV. The calculation puts the frontier orbital gap at 10.65 eV. The calculation puts the electronic energy at -9875.6093 eV. For the strongest force on any atom, the calculation gives 2.55 eV/Å.

Structure (ORCA input):
```
! RIJCOSX wB97M-V def2-TZVPD def2/J DEFGRID3
* xyz 0 1
C -1.750 -0.133 0.902
N -0.351 0.121 1.935
C 0.530 -0.546 1.330
O 0.096 -1.162 0.195
C 0.525 -0.698 -1.066
C 1.078 0.725 -1.086
O 0.154 1.700 -0.663
H -2.005 0.902 0.779
H -1.944 -0.625 -0.100
H -2.306 -0.704 1.627
H 1.569 -0.799 1.577
H 1.277 -1.419 -1.387
H -0.345 -0.761 -1.737
H 2.002 0.770 -0.491
H 1.347 0.964 -2.121
H 0.122 1.665 0.305
*
```


Here is 5 unconnected molecules or ions with the total composition C3H13O5 in a non-equilibrium geometry from the OMol25 dataset. Energies are from ωB97M-V/def2-TZVPD.

Its energy above the lowest of the compared OMol25 structures with the same formula, charge and spin is 62.3 kcal per mole. As for the expectation value of S²: 0.7547. The HOMO energy (spin up / spin down) comes out at -0.3 / -0.3 eV. The calculation puts the frontier orbital gap (spin up / spin down) at 6.22 / 4.82 eV. The calculation puts the electronic energy at -13554.1691 eV. For the strongest force on any atom, the calculation gives 2.20 eV/Å.

Structure (ORCA input):
```
! RIJCOSX wB97M-V def2-TZVPD def2/J DEFGRID3
* xyz -2 2
C 0.809 0.167 0.110
C -0.178 0.627 -1.035
O -0.855 -0.365 -1.747
C 1.103 1.296 1.044
O 0.159 3.574 -0.370
H 0.247 -0.618 0.632
H 1.683 -0.281 -0.342
H 0.389 1.184 -1.800
H -0.896 1.251 -0.550
H 1.238 -2.523 -2.625
H 0.562 2.248 0.692
H 2.144 1.635 1.056
H -2.326 -1.594 2.830
H 0.078 -1.714 -1.770
O 0.847 -2.363 -1.766
H -1.503 -1.878 -0.517
H -1.570 -2.178 1.144
O -1.435 -1.383 2.525
H 0.732 1.186 2.057
H 0.366 4.283 0.252
O -1.594 -2.555 0.179
*
```


Here is a molecular structure, Cu2F12H2O2P2 in a non-equilibrium geometry from the OMol25 dataset. Energies are from ωB97M-V/def2-TZVPD.

Its energy above the lowest of the compared OMol25 structures with the same formula, charge and spin is 27.8 kcal per mole. The HOMO energy comes out at -1.6 eV. The calculation puts the frontier orbital gap at 5.77 eV. The calculation puts the electronic energy at -144607.1544 eV. For the strongest force on any atom, the calculation gives 2.73 eV/Å.

Structure (ORCA input):
```
! RIJCOSX wB97M-V def2-TZVPD def2/J DEFGRID3
* xyz -2 1
Cu -4.786 18.856 -13.419
Cu -7.618 19.210 -13.709
O -5.880 20.671 -13.819
H -6.292 20.709 -14.703
O -6.564 17.266 -13.842
H -7.242 17.052 -14.512
P -9.050 19.622 -10.633
F -7.940 20.182 -11.674
F -9.340 21.072 -10.059
F -10.130 19.800 -11.732
F -10.182 19.085 -9.590
F -8.711 18.102 -11.101
F -7.849 19.508 -9.518
P -9.699 19.679 -16.328
F -10.294 21.064 -16.883
F -8.513 20.496 -15.459
F -10.695 19.888 -15.020
F -9.066 18.304 -15.892
F -10.888 18.927 -17.161
F -8.835 19.475 -17.708
*
```